C21H68N12O13 | ωB97M-V/def2-TZVPD

Last column: Löwdin charge in e.
Element x y z (Å)
C 0.59 -3.32 -1.98  -0.0625
C 1.66 -2.96 -2.99  -0.3155
O 2.52 -1.99 -2.51  -0.1041
H -0.04 -4.02 -2.54  0.0869
H -0.02 -2.44 -1.76  0.0357
H 0.84 -3.83 -1.05  0.0726
H 1.32 -2.70 -4.00  0.1126
H 2.27 -3.85 -3.15  0.1195
H 3.43 -2.29 -2.61  0.1066
C -3.38 2.53 4.73  -0.0809
C -3.70 1.89 3.42  -0.3887
O -3.30 0.59 3.46  -0.0615
H -3.56 3.61 4.70  0.0789
H -2.35 2.31 5.01  0.0721
H -4.01 2.12 5.52  0.0779
H -3.11 2.53 2.77  0.1057
H -4.75 1.98 3.13  0.1060
H -3.22 0.22 2.58  0.0564
C 3.94 0.35 2.35  -0.0849
C 4.93 1.43 2.57  -0.3318
O 5.31 2.06 1.39  -0.0742
H 3.15 0.76 1.70  0.0697
H 3.39 0.19 3.27  0.0785
H 4.35 -0.59 1.97  0.0795
H 5.80 0.96 3.05  0.1178
H 4.55 2.20 3.24  0.1194
H 4.64 2.74 1.28  0.0938
C 4.01 1.76 -2.94  -0.0758
C 4.84 1.67 -1.68  -0.3165
O 4.43 0.52 -0.94  -0.0972
H 4.44 1.08 -3.67  0.0726
H 4.16 2.72 -3.42  0.0762
H 2.95 1.62 -2.72  0.0557
H 4.61 2.58 -1.12  0.0952
H 5.92 1.68 -1.85  0.1143
H 4.78 0.71 -0.07  0.0315
C -0.04 0.32 3.06  -0.0756
C -0.29 -0.31 4.42  -0.3053
O 0.90 -0.98 4.82  -0.0901
H 0.73 1.09 3.09  0.0737
H -0.88 0.83 2.58  0.0610
H 0.41 -0.41 2.39  0.0615
H -1.07 -1.07 4.37  0.1016
H -0.48 0.50 5.11  0.1032
H 0.72 -1.33 5.70  0.0762
C -1.23 0.91 -4.43  -0.0645
C -0.40 -0.33 -4.07  -0.3048
O 0.97 0.07 -3.83  -0.0838
H -1.28 1.53 -3.54  0.0550
H -2.24 0.57 -4.65  0.0694
H -0.78 1.52 -5.21  0.0800
H -0.45 -1.14 -4.80  0.1024
H -0.81 -0.76 -3.15  0.0673
H 1.46 -0.59 -3.34  0.0186
C 3.72 -3.90 1.16  -0.7699
O 3.30 -4.37 2.22  0.0204
N 3.09 -2.99 0.45  0.1807
N 4.83 -4.18 0.61  0.1772
H 2.21 -2.62 0.77  0.0822
H 3.40 -2.74 -0.48  0.0797
H 5.53 -4.79 1.02  0.1341
H 4.94 -3.57 -0.19  0.1111
C 0.33 0.45 -0.45  -0.8056
O 0.21 1.64 -0.32  0.0256
N 1.39 -0.21 -0.60  0.2529
N -0.67 -0.28 -0.20  0.2165
H 1.32 -1.16 -0.94  0.0723
H 2.23 0.33 -0.66  0.1052
H -1.48 0.21 0.14  0.0928
H -0.45 -1.26 -0.12  0.0687
C -0.48 -3.33 2.07  -0.7405
O -0.04 -2.86 1.04  0.0038
N 0.21 -3.92 3.00  0.1979
N -1.78 -3.42 2.30  0.1885
H -0.23 -4.17 3.88  0.1187
H 1.20 -3.92 2.80  0.0845
H -2.13 -3.90 3.12  0.1178
H -2.27 -3.01 1.52  0.0834
C -3.41 2.15 -0.25  -0.7379
O -3.48 1.00 0.12  -0.0094
N -2.37 2.79 -0.71  0.2155
N -4.48 2.87 -0.39  0.1870
H -2.53 3.75 -0.97  0.1096
H -1.46 2.36 -0.70  0.0667
H -4.43 3.85 -0.62  0.1211
H -5.35 2.42 -0.13  0.1270
C -5.43 -1.36 1.16  -0.7864
O -6.38 -2.09 1.23  0.0367
N -5.51 -0.14 1.57  0.1608
N -4.30 -1.64 0.54  0.1829
H -4.78 0.51 1.32  0.0391
H -6.41 0.10 1.95  0.1275
H -3.76 -0.82 0.33  0.0502
H -4.09 -2.50 0.05  0.0391
C -3.39 -3.46 -1.96  -0.7180
O -3.39 -3.85 -0.78  0.0085
N -2.81 -2.38 -2.41  0.1830
N -3.70 -4.21 -2.98  0.1688
H -2.96 -2.23 -3.39  0.1099
H -2.53 -1.66 -1.75  0.0980
H -3.82 -3.72 -3.85  0.1110
H -3.99 -5.15 -2.76  0.1298
C 0.63 4.18 -2.88  -0.0480
C 1.36 4.70 -1.66  -0.5289
C 0.50 5.64 -0.82  -0.0448
O 1.75 3.66 -0.88  -0.0641
H 0.55 4.90 -3.70  0.0830
H -0.37 3.84 -2.62  0.0548
H 1.12 3.27 -3.22  0.0727
H 2.31 5.09 -2.03  0.1378
H 0.87 5.76 0.20  0.0789
H -0.55 5.37 -0.78  0.0597
H 0.59 6.64 -1.25  0.0737
H 1.01 3.06 -0.72  0.0194

Computed properties:
E_HOMO = -8.74 eV
Orbital gap = 8.9 eV
Energy relative to the best compared isomer or geometry (same formula, charge and spin) = 3.4662 eV
E = -67380.9375 eV